The following is a quantum chemistry calculation of a 5-piece molecular cluster, C46H57Br2F3N3O17 overall at a distorted geometry, from OMol25.

CARTESIAN COORDINATES (ANGSTROEM)
C 2.21398 -3.95472 3.56623
C 3.63381 -3.32993 3.19970
C 3.57159 -1.92773 2.43644
C 2.53566 -0.87858 3.05948
C 1.14698 -1.02104 2.25789
C 0.21153 0.30002 2.39937
N -0.42322 0.69352 1.13159
C -1.84092 0.93094 1.19427
N -2.53159 2.07748 1.75275
C -2.39559 2.16755 3.23136
O -3.27658 3.19969 3.67912
C -2.64187 4.10327 4.61279
C -2.36654 5.56856 3.97971
C -0.85846 6.05581 4.24594
N -2.62312 -0.04023 0.72084
C -2.08705 -1.31555 0.14139
C -1.57590 -1.16980 -1.36091
C -0.54915 -2.29900 -1.80519
F -0.07285 -3.08033 -0.75051
F 0.53944 -1.79267 -2.53785
F -1.20402 -3.19628 -2.68840
C -4.09776 0.07161 0.77517
Br -4.95770 -1.12758 2.11835
C -4.86280 0.93692 -0.00421
C -6.44381 1.06673 0.05691
Br -3.92837 2.11311 -1.27825
C 0.33130 1.57117 0.22342
C 1.43671 0.78946 -0.68318
C 1.07687 2.82953 0.84467
C 0.14857 4.06313 1.24270
C -0.55457 4.76895 -0.03298
H 1.75240 -3.48579 4.50210
H 2.33650 -5.06819 3.81194
H 1.45889 -3.91245 2.71054
H 4.13623 -4.06901 2.48211
H 4.25606 -3.26047 4.14991
H 4.63386 -1.49550 2.47601
H 3.38753 -2.15614 1.33284
H 2.93836 0.18189 3.01616
H 2.33565 -1.19073 4.12993
H 1.30893 -1.33255 1.18265
H 0.60052 -1.89840 2.75610
H 0.78300 1.09702 2.96401
H -0.63033 -0.03246 3.10984
H -2.31302 2.95673 1.27050
H -1.29647 2.37382 3.49318
H -2.68422 1.19584 3.74287
H -1.71183 3.69719 5.11686
H -3.40582 4.28439 5.44648
H -3.10638 6.31090 4.44249
H -2.56356 5.58850 2.86051
H -0.18333 5.14110 4.17100
H -0.69715 6.52147 5.27386
H -0.60468 6.85265 3.47081
H -1.32225 -1.72034 0.86945
H -2.95140 -2.06496 0.12081
H -1.14430 -0.13232 -1.52798
H -2.47079 -1.26188 -2.06931
H -6.75010 2.04716 0.56317
H -6.93363 0.23521 0.66158
H -6.92055 1.01571 -0.98007
H -0.41256 1.98912 -0.54866
H 1.37833 1.19767 -1.75097
H 2.44596 0.96791 -0.20721
H 1.11168 -0.29261 -0.71461
H 1.78476 3.21752 0.02771
H 1.74333 2.60995 1.73828
H 0.85303 4.86962 1.65643
H -0.58302 3.84390 2.08104
H 0.22816 5.39249 -0.58747
H -1.00718 4.02166 -0.75584
H -1.38908 5.45554 0.34784
C 2.08568 7.64441 9.39090
C 1.10655 6.98888 8.76494
C -0.02611 7.71264 8.11923
O -0.89287 7.07839 7.53967
C -0.05168 9.17377 8.21400
C 0.92605 9.83062 8.84331
C 2.07301 9.10846 9.46534
O 2.95458 9.74211 10.01430
O 0.91677 11.18193 8.94246
O 1.10018 5.63278 8.68808
H 2.91365 7.13117 9.86117
H -0.88769 9.68554 7.75687
H 1.72645 11.41177 9.43780
H 0.29381 5.40597 8.18814
C 0.73541 -7.56022 -3.63325
C 0.04671 -6.61330 -2.99228
C -1.19939 -6.93388 -2.23689
O -1.79111 -6.04503 -1.64769
C -1.66678 -8.32213 -2.23996
C -0.97966 -9.26887 -2.88424
C 0.28015 -8.95352 -3.61578
O 0.88765 -9.84793 -4.17541
O -1.39929 -10.55743 -2.89972
O 0.45154 -5.31811 -2.99945
H 1.64159 -7.34100 -4.18247
H -2.58074 -8.53845 -1.70373
H -0.73461 -11.04114 -3.42762
H -0.21137 -4.83585 -2.46683
C -0.01758 -11.23433 -8.84822
C 0.38496 -11.05872 -10.10898
C 1.48013 -10.10495 -10.45032
O 1.83280 -9.98539 -11.60949
C 2.08944 -9.33885 -9.35897
C 1.68386 -9.51298 -8.09931
C 0.60893 -10.48501 -7.75591
O 0.28284 -10.62414 -6.59174
O 2.23383 -8.81221 -7.07436
O -0.18461 -11.74127 -11.13362
H -0.80887 -11.92392 -8.58681
H 2.87034 -8.63797 -9.62109
H 1.77122 -9.12255 -6.26932
H 0.28073 -11.43932 -11.93699
C 2.52341 5.28416 -5.82578
C 2.93057 5.26582 -4.55425
C 1.99282 4.93778 -3.44204
O 2.40446 4.91172 -2.29370
C 0.59497 4.66097 -3.78118
C 0.18638 4.68227 -5.05170
C 1.13003 4.98336 -6.16665
O 0.72416 4.97550 -7.31346
O -1.10428 4.43051 -5.38180
O 4.21594 5.54399 -4.22077
H 3.19381 5.51826 -6.64174
H -0.07835 4.44180 -2.96375
H -1.14257 4.50531 -6.35524
H 4.25611 5.46342 -3.24921

Values from the calculation:
Frontier orbital gap in hartree: 0.2411
HOMO level in eV: -10.69
Total charge: +1

Löwdin atomic charge list, values in e, 4 entries:
1 C -0.14
2 C -0.25
3 C -0.22
4 C -0.18



The following is a quantum chemistry calculation of a single C5H14N2O molecule at a distorted geometry, from OMol25.

CARTESIAN COORDINATES (ANGSTROEM)
C -1.90258 -2.21573 -1.55853
N -0.84055 -1.18648 -1.34475
C -1.20211 -0.29820 -0.31437
C -0.10571 0.76218 -0.12159
N -0.55734 2.03429 0.53784
C 1.01201 0.16615 0.77399
C 2.40059 -0.04337 0.13572
O 1.24349 0.90994 1.91209
H -2.92819 -1.79968 -1.46592
H -1.94259 -2.65394 -2.52214
H -1.82716 -2.96172 -0.71479
H -0.62984 -0.72901 -2.20223
H -1.16161 -0.97269 0.59014
H -2.09494 0.25415 -0.39653
H 0.35295 0.80114 -1.07571
H -0.48501 1.82349 1.50463
H -1.41696 2.41235 0.09270
H 0.61973 -0.82060 1.19525
H 2.97117 -0.90517 0.73636
H 2.29755 -0.52809 -0.86753
H 3.09661 0.94014 0.17570
H 1.77236 1.69924 1.81044

Values from the calculation:
Energy relative to the best compared isomer or geometry (same formula, charge and spin) in kJ/mol: 306.0
SMILES: CNC[C@@H](N)[C@@H](C)O
Frontier orbital gap in hartree: 0.3693
HOMO level in eV: -9.01

Löwdin atomic charge list, values in e, 4 entries:
1 C -0.11
2 N -0.12
3 C -0.26
4 C -0.32



The following is a quantum chemistry calculation of C32H34N7O3Ti as an isolated structure at a distorted geometry, from OMol25.

CARTESIAN COORDINATES (ANGSTROEM)
Ti 0.87088 -0.20175 0.14258
C -1.41749 1.22821 3.50250
C -0.60354 0.47985 2.71364
N -0.34313 0.79019 1.37427
C -0.90398 2.00064 0.91305
C -1.73637 2.82236 1.70945
C -2.08707 2.38222 3.02553
C -2.20320 4.01978 1.13382
C -1.86025 4.36566 -0.16123
C -1.08327 3.52995 -0.95594
C -0.62575 2.31621 -0.42499
N 0.17945 1.36490 -1.04789
C 0.44856 1.31031 -2.37786
C -0.21274 1.88902 -3.45506
C 0.25730 1.72455 -4.77138
C 1.38182 1.00551 -5.07605
C 2.06968 0.35894 -4.02117
C 3.23385 -0.42317 -4.19241
C 3.81978 -1.03537 -3.11912
C 3.22163 -0.90437 -1.85344
N 2.14341 -0.18044 -1.66743
C 1.58260 0.48566 -2.70844
H -1.55711 0.90343 4.52905
H -0.12757 -0.41509 3.09365
H -2.61900 3.04621 3.69443
H -2.82845 4.67516 1.73068
H -2.20389 5.30933 -0.57094
H -0.80271 3.85020 -1.94645
H -1.12109 2.44765 -3.29492
H -0.30026 2.19876 -5.57125
H 1.74003 0.91016 -6.09302
H 3.65067 -0.53272 -5.18744
H 4.71107 -1.63747 -3.22848
H 3.60965 -1.42442 -0.98585
C -1.38914 -3.68688 -1.35601
C -0.14015 -2.82014 -1.40484
C 0.58498 -3.06258 -2.72577
O -0.47251 -1.42376 -1.33739
C 0.82443 -3.14994 -0.24290
O 1.11778 -4.30911 -0.01930
O 1.30895 -2.12311 0.39379
H -2.02035 -3.46237 -2.21868
H -1.95273 -3.50313 -0.44539
H -1.08942 -4.73318 -1.38652
H -0.08409 -2.81116 -3.55063
H 0.86940 -4.11242 -2.79277
H 1.48203 -2.45413 -2.81457
H -1.39264 -1.32928 -1.01468
N -3.11385 -1.71303 2.94120
C -2.29877 -2.60551 3.59696
C -1.35971 -2.98068 2.67797
N -1.57086 -2.32361 1.49406
C -2.60925 -1.55612 1.69283
C -3.14759 -0.63353 0.70192
N -3.02887 -0.79462 -0.59656
C -3.59258 0.33372 -1.14649
C -4.05060 1.15674 -0.16177
N -3.79226 0.51579 1.02648
H -3.85381 -1.16477 3.34316
H -2.46379 -2.88673 4.62168
H -0.54393 -3.67622 2.79103
H -3.62529 0.48327 -2.21275
H -4.47291 2.14553 -0.18858
H -3.62458 1.03998 1.90786
C 3.90081 1.70503 2.99680
C 2.71522 0.83561 2.57147
C 2.82011 -0.53605 3.23702
C 2.62061 0.69502 1.05502
H 3.96966 1.79295 4.08623
H 3.81280 2.71037 2.57907
H 4.83855 1.27264 2.63256
H 1.80471 1.32205 2.93661
H 3.76502 -1.01664 2.96207
H 2.02041 -1.20445 2.91149
H 2.78551 -0.45759 4.32756
H 3.52483 0.17341 0.69629
H 2.64038 1.68857 0.58258

Values from the calculation:
Energy relative to the best compared isomer or geometry (same formula, charge and spin) in kJ/mol: 0.0
Frontier orbital gap (spin up / spin down) in hartree: 0.1580 / 0.1581
HOMO level (spin up / spin down) in eV: -1.86 / -1.86
Total charge: -1

Löwdin atomic charge list, values in e, 4 entries:
1 Ti 1.07
2 C -0.15
3 C -0.21
4 N -0.06



The following is a quantum chemistry calculation of a 5-piece molecular cluster, C9H17Br2Cl9 overall at a distorted geometry, from OMol25.

CARTESIAN COORDINATES (ANGSTROEM)
Cl -2.38824 0.57140 -2.93422
C -1.22589 0.21389 -1.67238
Cl -2.03913 0.37787 -0.11132
Cl 0.07445 1.30984 -1.75844
H -0.83976 -0.82757 -1.90632
Br -4.05850 1.01885 4.14821
C -2.40539 0.04111 3.74791
C -1.25672 0.88574 3.24452
Br 0.35694 -0.20759 3.10791
H -2.57493 -0.71158 2.95126
H -2.15425 -0.41247 4.69222
H -0.91168 1.58164 3.96197
H -1.52902 1.41989 2.29113
Cl 4.80734 -1.61741 1.24498
C 4.24719 -1.08514 -0.35841
C 2.72725 -0.80409 -0.24781
Cl 1.87572 -2.38799 -0.10845
H 4.46442 -1.92864 -0.97897
H 4.79885 -0.13717 -0.50363
H 2.41636 -0.26903 -1.14297
H 2.45046 -0.21570 0.62908
Cl 0.00533 4.37009 2.04848
C 1.42535 4.31901 0.90248
C 2.06256 3.00146 1.08986
Cl 3.31688 2.77460 -0.15670
H 2.17450 5.09842 1.17497
H 1.00339 4.40596 -0.09104
H 1.42536 2.15764 0.91434
H 2.53325 3.02649 2.05104
Cl -0.59974 -3.47900 -3.68592
C -2.26729 -3.12391 -3.95790
C -3.12081 -3.39575 -2.76155
Cl -2.63968 -2.62058 -1.22640
H -2.51620 -3.81062 -4.82673
H -2.26500 -2.10249 -4.31936
H -3.23658 -4.39864 -2.48324
H -4.13676 -3.03854 -2.96862

Values from the calculation:
SMILES: ClC(Cl)Cl.BrCCBr.ClCCCl.ClCCCl.ClCCCl
Frontier orbital gap in hartree: 0.3986
HOMO level in eV: -10.39

Löwdin atomic charge list, values in e, 4 entries:
1 Cl 0.54
2 C -1.62
3 Cl 0.54
4 Cl 0.60



The following is a quantum chemistry calculation of a single C9H7FO2S molecule at a distorted geometry, from OMol25.

CARTESIAN COORDINATES (ANGSTROEM)
O 0.14464 2.75250 2.01161
C -0.00510 2.76367 0.83492
C -0.50282 1.71826 -0.07276
S -1.42842 2.28488 -1.57725
O -1.24961 0.76096 0.60044
C -0.64921 -0.42640 0.43158
C -1.04851 -1.65823 0.86101
C -0.38868 -2.87508 0.45619
C 0.78929 -2.74194 -0.28949
C 1.29940 -1.50291 -0.63470
C 0.58898 -0.34995 -0.21502
C 0.82416 1.10826 -0.49432
F 1.17697 1.32859 -1.83389
H 0.46424 3.64724 0.38130
H -2.61726 2.15999 -0.98656
H -1.97840 -1.86365 1.27764
H -0.82280 -3.79598 0.74838
H 1.45664 -3.49048 -0.55871
H 2.23662 -1.35250 -1.03465
H 1.70988 1.53279 0.09429

Values from the calculation:
Energy relative to the best compared isomer or geometry (same formula, charge and spin) in kJ/mol: 0.0
SMILES: O=C[C@]1(S)Oc2ccccc2[C@H]1F
Frontier orbital gap in hartree: 0.3532
HOMO level in eV: -9.19

Löwdin atomic charge list, values in e, 4 entries:
1 O 0.12
2 C -0.28
3 C -0.69
4 S 0.88



The following is a quantum chemistry calculation of a 2-piece molecular cluster, C3H7NO3 overall at a distorted geometry, from OMol25.

CARTESIAN COORDINATES (ANGSTROEM)
N -0.74288 -0.57777 0.48351
C 0.35035 0.35537 0.76409
C 0.89848 0.24243 2.17326
O 0.64955 -0.64597 2.93317
H -0.50351 -1.55305 0.59654
H -1.55372 -0.43717 1.08104
H -0.01601 1.36804 0.59636
H 1.14995 0.17703 0.04264
H 1.58661 1.05768 2.46400
O 0.99036 -0.00490 -2.17683
C -0.15588 0.08342 -2.57568
O -1.25289 -0.03877 -1.90531
H -0.32054 0.20552 -3.65896
H -1.07987 -0.23186 -0.81783

Values from the calculation:
Energy relative to the best compared isomer or geometry (same formula, charge and spin) in kJ/mol: 146.8
SMILES: NCC=O.O=CO
Frontier orbital gap in hartree: 0.3865
HOMO level in eV: -9.93

Löwdin atomic charge list, values in e, 4 entries:
1 N 0.05
2 C -0.18
3 C -0.25
4 O 0.06



The following is a quantum chemistry calculation of a single C5H7N3O molecule at a distorted geometry, from OMol25.

CARTESIAN COORDINATES (ANGSTROEM)
N 1.04590 0.42524 2.52895
C 0.01824 0.41629 1.64738
N -1.32474 0.52813 2.03422
O -2.02475 0.48351 0.71898
C -1.19002 0.30615 -0.34723
C 0.07437 0.09353 0.22648
C 1.02692 -0.48935 -0.77529
C 0.05567 -0.54459 -1.98752
N -1.35123 -0.00967 -1.62067
H 1.89800 1.11958 2.33895
H 0.57410 0.66604 3.32281
H 1.42882 -1.43540 -0.20413
H 1.84287 0.16744 -0.81736
H -0.31646 -1.47024 -2.30334
H 0.51222 0.07331 -2.88339
H -2.26993 -0.32998 -1.87884

Values from the calculation:
Energy relative to the best compared isomer or geometry (same formula, charge and spin) in kJ/mol: 404.3
SMILES: Nc1noc2c1CCN2
Frontier orbital gap in hartree: 0.3092
HOMO level in eV: -7.57

Löwdin atomic charge list, values in e, 4 entries:
1 N 0.10
2 C -0.36
3 N 0.11
4 O -0.05



The following is a quantum chemistry calculation of an isolated ion of composition C10H18N2O2 and charge +2 at a distorted geometry, from OMol25.

CARTESIAN COORDINATES (ANGSTROEM)
C 1.91877 0.26814 -1.63704
C 0.14998 0.00223 -0.21528
C 1.22517 0.45796 0.47871
C -1.31344 -0.21221 -0.05819
C 1.24185 0.79965 1.90137
C -3.33547 -0.55078 2.68469
C 3.63875 0.96371 0.17620
C 0.59195 -1.70457 -1.72048
C -0.33223 0.30546 -2.75057
C -3.27499 0.07006 1.27154
N 2.32238 0.62980 -0.40857
N 0.56332 -0.15398 -1.62682
O -1.87425 -0.87088 -0.90121
O -1.89621 0.41071 0.91024
H 2.58543 0.20477 -2.49123
H 1.48393 -0.05972 2.47574
H 0.09362 1.10696 2.05041
H 1.86517 1.60676 2.18322
H -2.67700 -1.45280 2.69782
H -3.09452 0.27626 3.41420
H -4.27255 -0.98622 2.80934
H 4.17945 0.04065 0.11891
H 3.47744 1.39012 1.26096
H 4.11059 1.67581 -0.45459
H -0.50060 -1.84731 -1.81678
H 1.22689 -1.97445 -2.52230
H 0.93121 -2.30058 -0.89671
H -0.25569 -0.35341 -3.58648
H -1.34683 0.38415 -2.37930
H -0.01364 1.32800 -2.91187
H -3.72850 1.06829 1.40798
H -3.68997 -0.52261 0.53611

Values from the calculation:
Spin multiplicity: 3
Frontier orbital gap (spin up / spin down) in hartree: 0.2895 / 0.2104
HOMO level (spin up / spin down) in eV: -15.95 / -17.97
Total charge: +2

Löwdin atomic charge list, values in e, 4 entries:
1 C 0.02
2 C 0.09
3 C -0.08
4 C -0.44



Repeat the seventh record exactly.
The following is a quantum chemistry calculation of a single C5H7N3O molecule at a distorted geometry, from OMol25.

CARTESIAN COORDINATES (ANGSTROEM)
N 1.04590 0.42524 2.52895
C 0.01824 0.41629 1.64738
N -1.32474 0.52813 2.03422
O -2.02475 0.48351 0.71898
C -1.19002 0.30615 -0.34723
C 0.07437 0.09353 0.22648
C 1.02692 -0.48935 -0.77529
C 0.05567 -0.54459 -1.98752
N -1.35123 -0.00967 -1.62067
H 1.89800 1.11958 2.33895
H 0.57410 0.66604 3.32281
H 1.42882 -1.43540 -0.20413
H 1.84287 0.16744 -0.81736
H -0.31646 -1.47024 -2.30334
H 0.51222 0.07331 -2.88339
H -2.26993 -0.32998 -1.87884

Values from the calculation:
Energy relative to the best compared isomer or geometry (same formula, charge and spin) in kJ/mol: 404.3
SMILES: Nc1noc2c1CCN2
Frontier orbital gap in hartree: 0.3092
HOMO level in eV: -7.57

Löwdin atomic charge list, values in e, 4 entries:
1 N 0.10
2 C -0.36
3 N 0.11
4 O -0.05